Run A
Computed, not measured: 2 unconnected molecules or ions with the total composition C5H13N3O, with ωB97M-V/def2-TZVPD.

Computed properties:
- Structure (SMILES): [H]/N=C/C(C)=N/[H].CN(C)O
- HOMO-LUMO gap: 0.328 hartree

Last column: Löwdin charge in e.
Element x y z (Å)
H  -0.06  2.86  0.76  0.07
N  -0.11  1.90  1.08  0.10
C  -1.12  1.26  0.64  -0.23
C  -1.40  -0.13  1.04  -0.44
C  -0.53  -0.74  2.09  -0.05
N  -2.35  -0.70  0.42  0.15
H  -2.54  -1.65  0.75  0.06
H  -1.84  1.67  -0.08  0.11
H  0.40  -0.20  2.25  0.06
H  -0.24  -1.76  1.81  0.08
H  -1.06  -0.74  3.04  0.08
C  2.00  0.11  -0.34  -0.13
N  0.87  -0.57  -0.90  -0.27
C  -0.04  0.34  -1.98  -0.01
O  1.33  -1.68  -1.65  -0.07
H  2.42  -0.50  0.46  0.08
H  1.60  1.02  0.19  0.06
H  2.76  0.37  -1.08  0.08
H  -0.44  1.33  -1.84  0.05
H  0.62  0.43  -2.85  0.06
H  -0.84  -0.37  -2.17  0.06
H  0.57  -2.27  -1.65  0.10

---

Run B
Computed, not measured: 2 unconnected molecules or ions with the total composition C5H13N3O, with ωB97M-V/def2-TZVPD.

Computed properties:
- HOMO-LUMO gap (alpha / beta): 0.269 / 0.269 hartree

Last column: Löwdin charge in e.
Element x y z (Å)
C  0.69  -1.66  0.92  -0.32
C  2.11  -2.12  0.80  -0.06
C  1.29  0.86  -0.52  0.04
O  0.27  -1.00  1.86  0.00
H  -0.31  0.84  1.61  0.06
H  0.01  -2.09  0.18  0.12
H  2.47  -1.92  -0.22  0.08
H  2.15  -3.20  0.94  0.09
H  2.76  -1.64  1.53  0.08
H  1.25  1.93  -0.38  0.06
H  1.86  0.57  -1.39  0.06
H  1.77  0.52  0.40  0.05
C  -2.68  1.08  -0.59  -0.03
C  -1.24  1.08  -0.16  -0.41
N  -0.32  0.60  -0.99  -0.23
N  -0.63  -0.20  -1.96  -0.03
N  -0.87  1.53  1.08  0.11
H  0.16  -0.24  -2.61  0.00
H  -1.65  1.88  1.62  0.09
H  -3.15  0.13  -0.33  0.08
H  -2.72  1.17  -1.68  0.07
H  -3.23  1.89  -0.12  0.07

---

Most stable one: run B, least stable one: run A.

---

Run A
Computed, not measured: 2 unconnected molecules or ions with the total composition C2H2BrNO3, with ωB97M-V/def2-TZVPD.

Computed properties:
- Structure (SMILES): C=[N+]([O-])Br.O=C=O
- HOMO-LUMO gap: 0.325 hartree

Last column: Löwdin charge in e.
Element x y z (Å)
C  -0.66  -1.15  -0.10  -0.04
N  -1.31  -0.12  -0.45  -0.55
O  -1.04  0.88  -1.05  -0.03
Br  -3.35  -0.24  0.19  0.46
H  -1.12  -1.93  0.47  0.06
H  0.39  -1.21  -0.36  0.09
O  3.18  1.85  -0.10  0.23
C  2.37  1.26  0.44  -0.43
O  1.54  0.66  0.97  0.20

---

Run B
Computed, not measured: C2H2BrNO3 in the gas phase, with ωB97M-V/def2-TZVPD.

Computed properties:
- Structure (SMILES): O=C(Br)C[N+](=O)[O-]
- HOMO-LUMO gap: 0.382 hartree

Last column: Löwdin charge in e.
Element x y z (Å)
O  0.57  -0.63  -1.90  0.07
C  0.35  -0.91  -0.81  -0.78
Br  1.33  -2.47  -0.15  0.68
C  -0.58  -0.11  0.31  0.00
N  0.09  1.26  0.50  -0.38
O  1.32  1.37  0.43  0.08
O  -0.74  2.12  0.59  0.10
H  -0.83  -0.63  1.25  0.13
H  -1.50  0.00  -0.21  0.10

---

Most stable one: run A, least stable one: run B.

---

Run A
Computed, not measured: 3 unconnected molecules or ions with the total composition C5H15NO2, with ωB97M-V/def2-TZVPD.

Computed properties:
- Structure (SMILES): C=CCCNC.O.O
- HOMO-LUMO gap: 0.343 hartree

Last column: Löwdin charge in e.
Element x y z (Å)
C  -1.74  2.64  1.78  0.00
C  -2.10  1.79  0.83  -0.20
C  -1.30  1.59  -0.42  -0.21
C  -0.20  0.53  -0.34  -0.25
N  -0.71  -0.76  0.11  -0.12
C  0.19  -1.55  0.96  -0.12
H  -0.78  3.14  1.77  0.06
H  -2.38  2.77  2.65  0.05
H  -3.07  1.31  0.84  0.10
H  -1.95  1.29  -1.26  0.11
H  -0.81  2.51  -0.77  0.11
H  0.28  0.38  -1.30  0.09
H  0.54  0.92  0.37  0.11
H  -1.62  -0.68  0.53  0.08
H  1.07  -0.99  1.27  0.06
H  0.56  -2.41  0.40  0.06
H  -0.34  -1.86  1.87  0.08
O  1.15  -1.49  -2.87  -0.07
H  1.86  -1.88  -2.33  0.00
H  0.49  -1.32  -2.19  0.00
O  3.45  -1.82  -0.95  -0.06
H  3.97  -1.35  -0.29  0.05
H  3.42  -2.76  -0.68  0.06

---

Run B
Computed, not measured: 2 unconnected molecules or ions with the total composition C5H15NO2, with ωB97M-V/def2-TZVPD.

Computed properties:
- Structure (SMILES): CC(C)CNCO.O
- HOMO-LUMO gap: 0.351 hartree

Last column: Löwdin charge in e.
Element x y z (Å)
C  0.00  2.38  -1.11  -0.08
C  0.03  0.93  -1.60  -0.41
C  -0.08  0.88  -3.14  -0.09
C  -1.11  0.11  -0.94  -0.22
N  -0.73  -1.03  -0.16  -0.06
C  0.11  -0.75  0.99  -0.31
O  -0.52  0.14  1.88  -0.05
H  0.85  2.94  -1.49  0.08
H  -0.05  2.42  -0.02  0.07
H  -0.90  2.85  -1.51  0.08
H  0.99  0.48  -1.34  0.12
H  0.88  1.02  -3.66  0.07
H  -0.78  1.65  -3.49  0.08
H  -0.37  -0.13  -3.44  0.07
H  -1.67  0.77  -0.28  0.10
H  -1.82  -0.20  -1.72  0.12
H  -0.41  -1.82  -0.70  0.11
H  1.06  -0.27  0.72  0.12
H  0.26  -1.72  1.46  0.10
H  -1.17  -0.36  2.40  0.10
O  1.95  -2.39  3.61  -0.06
H  1.48  -1.54  3.58  0.03
H  1.70  -2.88  2.83  0.02

---

Run C
Computed, not measured: 3 unconnected molecules or ions with the total composition C5H15NO2, with ωB97M-V/def2-TZVPD.

Computed properties:
- Structure (SMILES): C=C(C)CCN.O.O
- HOMO-LUMO gap: 0.337 hartree

Last column: Löwdin charge in e.
Element x y z (Å)
C  0.36  2.27  -0.60  0.01
C  0.82  1.01  -0.71  -0.39
C  0.59  0.26  -2.00  -0.06
C  1.56  0.26  0.44  -0.13
C  1.08  -1.05  1.07  -0.26
N  -0.15  -0.99  1.87  0.01
H  -0.20  2.77  -1.38  0.06
H  0.68  2.83  0.29  0.07
H  0.14  -0.77  -1.57  0.10
H  1.62  0.05  -2.24  0.07
H  -0.02  0.87  -2.67  0.08
H  1.55  1.02  1.19  0.08
H  2.70  0.03  0.13  0.16
H  0.84  -1.86  0.35  0.10
H  1.69  -1.51  1.66  0.04
H  -0.10  -0.88  2.81  0.01
H  -0.90  -0.35  1.47  0.05
O  -1.95  -1.67  -0.54  -0.10
H  -1.29  -2.27  0.06  0.13
H  -2.58  -2.33  -0.79  0.03
O  -2.23  0.80  0.81  -0.10
H  -1.80  1.44  0.25  -0.01
H  -2.43  0.07  0.11  0.06

---

Most stable one: run B, least stable one: run C.

---

Run A
Computed, not measured: 2 unconnected molecules or ions with the total composition C5H15NO2, with ωB97M-V/def2-TZVPD.

Computed properties:
- Structure (SMILES): NCCCCCO.O
- HOMO-LUMO gap: 0.384 hartree

Last column: Löwdin charge in e.
Element x y z (Å)
N  -1.20  2.67  1.00  -0.01
C  -0.55  1.93  -0.14  -0.27
C  -1.19  0.58  -0.49  -0.20
C  -0.50  -0.61  0.26  -0.20
C  -0.68  -1.96  -0.50  -0.19
C  0.60  -2.54  -1.05  -0.25
O  1.11  -3.67  -0.31  -0.08
H  -2.10  3.01  0.66  0.05
H  -1.42  2.01  1.74  0.06
H  -0.74  2.63  -0.96  0.11
H  0.47  1.74  0.18  0.06
H  -2.25  0.46  -0.25  0.11
H  -1.05  0.34  -1.55  0.10
H  0.57  -0.38  0.32  0.10
H  -0.85  -0.61  1.29  0.10
H  -1.19  -2.61  0.23  0.11
H  -1.45  -1.82  -1.26  0.10
H  0.46  -2.93  -2.06  0.11
H  1.39  -1.79  -1.06  0.11
H  0.87  -3.54  0.61  0.08
O  2.07  2.86  1.01  -0.07
H  2.32  3.36  0.24  0.04
H  1.42  3.36  1.52  0.04

---

Run B
Computed, not measured: 2 unconnected molecules or ions with the total composition C5H15NO2, with ωB97M-V/def2-TZVPD.

Computed properties:
- Structure (SMILES): CN[C@H](C)CCO.O
- HOMO-LUMO gap: 0.326 hartree

Last column: Löwdin charge in e.
Element x y z (Å)
C  0.94  -1.94  0.21  -0.11
N  -0.11  -1.01  0.51  -0.14
C  -0.06  0.23  -0.21  -0.41
C  0.53  1.44  0.54  -0.04
C  -1.60  0.44  -0.52  -0.18
C  -2.00  0.68  -1.90  -0.22
O  -0.96  1.47  -2.57  -0.11
H  0.50  -2.63  -0.47  0.07
H  1.78  -1.51  -0.28  0.08
H  1.03  -2.43  1.17  0.07
H  -0.34  -0.98  1.49  0.11
H  0.37  -0.02  -1.20  0.14
H  -0.28  2.26  0.54  0.10
H  1.56  1.73  0.37  0.07
H  0.60  0.96  1.60  0.10
H  -2.05  -0.51  -0.18  0.11
H  -2.00  1.12  0.24  0.11
H  -1.99  -0.23  -2.46  0.11
H  -2.88  1.24  -2.02  0.10
H  -0.21  1.64  -1.94  0.07
O  2.54  -0.90  3.10  -0.07
H  2.33  -1.71  2.67  -0.02
H  2.85  -1.44  3.90  0.08

---

Run C
Computed, not measured: 3 unconnected molecules or ions with the total composition C5H15NO2, with ωB97M-V/def2-TZVPD.

Computed properties:
- Structure (SMILES): CN1CCCC1.O.O
- HOMO-LUMO gap: 0.338 hartree

Last column: Löwdin charge in e.
Element x y z (Å)
C  -0.75  -0.01  -1.74  -0.11
N  0.46  -0.14  -0.95  -0.23
C  0.85  -1.55  -0.64  -0.16
C  0.63  -1.80  0.85  -0.18
C  0.13  -0.46  1.44  -0.17
C  0.42  0.54  0.32  -0.23
H  -1.65  -0.53  -1.37  0.09
H  -1.02  1.05  -1.81  0.08
H  -0.59  -0.40  -2.75  0.08
H  0.16  -2.17  -1.27  0.12
H  1.88  -1.77  -0.90  0.11
H  -0.04  -2.56  1.24  0.10
H  1.63  -2.02  1.25  0.10
H  0.43  -0.30  2.47  0.11
H  -0.96  -0.57  1.51  0.09
H  1.37  1.07  0.57  0.12
H  -0.29  1.38  0.35  0.11
O  2.51  1.90  -2.04  -0.07
H  2.50  2.69  -1.50  0.02
H  1.68  1.47  -1.77  0.00
O  -2.74  1.44  2.09  -0.06
H  -3.57  1.88  1.87  0.04
H  -3.05  0.84  2.78  0.04

---

Most stable one: run C, least stable one: run B.